{"formula": "C45H43F5O3P2SZr", "method": "ωB97M-V with the def2-TZVPD basis set", "symbols": ["Zr", "O", "P", "C", "P", "O", "C", "C", "C", "C", "C", "C", "C", "C", "C", "C", "C", "C", "C", "C", "C", "C", "C", "C", "C", "C", "C", "C", "C", "C", "H", "H", "H", "H", "H", "H", "H", "H", "H", "H", "H", "H", "H", "H", "H", "H", "H", "H", "H", "H", "H", "H", "C", "O", "C", "C", "H", "H", "H", "H", "H", "H", "C", "C", "C", "C", "C", "C", "C", "C", "C", "C", "H", "H", "H", "H", "H", "H", "H", "H", "H", "H", "H", "H", "C", "H", "H", "H", "F", "C", "C", "F", "C", "F", "C", "S", "C", "F", "C", "F"], "xyz": [[-0.7257, 0.6535, -0.8105], [-0.2451, 1.3789, 1.2613], [0.9530, 1.0821, 2.1045], [1.7684, -0.5217, 1.6959], [2.2556, -0.5145, -0.1032], [1.4113, 0.3926, -0.9473], [3.9606, 0.0176, -0.0994], [4.3864, 0.9477, -1.0681], [5.7140, 1.2470, -1.2190], [6.6850, 0.6129, -0.4329], [6.2780, -0.3342, 0.5061], [4.9504, -0.6375, 0.6693], [2.0903, -2.1930, -0.6914], [2.6618, -3.3137, -0.0510], [2.7000, -4.5252, -0.6953], [2.1823, -4.6688, -1.9841], [1.6564, -3.5525, -2.6409], [1.6126, -2.3344, -2.0122], [2.2190, 2.3626, 1.9637], [3.5485, 2.2524, 2.4220], [4.3361, 3.3703, 2.5630], [3.8398, 4.6431, 2.2946], [2.5128, 4.7698, 1.8762], [1.7231, 3.6594, 1.7294], [0.5102, 0.9968, 3.8391], [1.4502, 0.6831, 4.8407], [1.1448, 0.8580, 6.1667], [-0.0975, 1.3633, 6.5515], [-1.0340, 1.6870, 5.5644], [-0.7352, 1.5182, 4.2367], [1.0963, -1.3479, 1.9521], [2.6744, -0.6279, 2.2944], [3.6312, 1.4397, -1.6666], [6.0232, 1.9826, -1.9525], [7.7339, 0.8514, -0.5545], [7.0226, -0.8344, 1.1165], [4.6547, -1.3776, 1.4008], [3.0407, -3.2144, 0.9585], [3.1104, -5.3941, -0.1957], [2.1958, -5.6301, -2.4771], [1.2667, -3.6543, -3.6449], [1.1902, -1.4639, -2.5029], [3.9821, 1.2837, 2.6269], [5.3625, 3.2640, 2.8945], [4.4652, 5.5193, 2.4113], [2.1028, 5.7519, 1.6738], [0.6968, 3.7530, 1.4097], [2.4142, 0.2931, 4.5478], [1.8712, 0.6023, 6.9297], [-0.3371, 1.4990, 7.5983], [-2.0029, 2.0746, 5.8612], [-1.4538, 1.7537, 3.4619], [-1.5009, -1.1783, -4.2941], [-0.7927, -0.4177, -3.3252], [-1.4171, 0.8232, -2.8933], [-1.4651, 1.7715, -4.0959], [-2.5504, -0.8792, -4.3453], [-1.4607, -2.2342, -4.0165], [-1.0451, -1.0551, -5.2861], [-2.2211, 1.4757, -4.8356], [-0.4885, 1.7513, -4.5852], [-1.6641, 2.7971, -3.7928], [-3.6027, 2.4847, -0.7122], [-3.8503, 1.3926, -1.7798], [-4.3862, 2.1121, -3.0316], [-2.6122, 0.4961, -1.9984], [-4.8937, 0.4421, -1.2239], [-6.1264, 0.1941, -1.8195], [-7.0390, -0.6761, -1.2485], [-6.7355, -1.3410, -0.0734], [-5.4943, -1.1345, 0.5135], [-4.5925, -0.2559, -0.0491], [-3.0244, 3.3020, -1.1388], [-3.0419, 2.0767, 0.1396], [-4.5604, 2.8804, -0.3615], [-3.6929, 2.8848, -3.3438], [-5.3396, 2.5978, -2.8167], [-4.5267, 1.4126, -3.8521], [-2.9898, -0.5062, -2.2578], [-6.4011, 0.6815, -2.7432], [-7.9989, -0.8330, -1.7281], [-7.4565, -2.0161, 0.3700], [-5.2266, -1.6622, 1.4170], [-3.6169, -0.1164, 0.4051], [-0.3707, 2.9006, -1.1021], [0.7207, 2.9917, -1.1937], [-0.6760, 3.5085, -0.2412], [-0.8064, 3.3710, -1.9899], [-0.2187, -6.5421, -1.0410], [-0.3895, -5.3137, -0.4822], [-0.1216, -5.1139, 0.8826], [0.3464, -6.1608, 1.6129], [-0.3737, -3.8965, 1.4876], [-0.1319, -3.7867, 2.8161], [-0.8534, -2.7928, 0.7597], [-1.3652, -1.2779, 1.3764], [-1.0224, -3.0237, -0.6300], [-1.3382, -1.9030, -1.3539], [-0.8640, -4.2419, -1.2350], [-1.1713, -4.4178, -2.5399]], "mulliken_charge": [-0.56, -0.59, 0.58, -1.37, 0.70, -0.97, 1.24, -0.62, -0.60, -0.74, -0.58, -0.69, 1.20, -0.77, -0.72, -0.58, -0.83, -0.88, 1.48, -0.47, -0.52, -0.67, -0.63, -0.92, 0.69, -0.68, -0.58, -0.53, -0.61, -0.43, 0.40, 0.92, 0.31, 0.38, 0.32, 0.36, 0.17, 0.37, 0.35, 0.38, 0.40, 0.59, 0.17, 0.40, 0.33, 0.40, 0.13, 0.22, 0.38, 0.34, 0.39, 0.26, -0.81, -0.18, 2.52, -2.21, 0.38, 0.06, 0.26, 0.33, 0.43, 0.40, -1.61, 3.46, -2.62, -1.04, -0.60, -0.38, -0.82, -0.40, -0.97, 0.34, 0.40, 0.17, 0.48, 0.40, 0.58, 0.40, 0.41, 0.38, 0.37, 0.38, 0.44, 0.02, -1.04, 0.19, 0.35, 0.48, -0.42, 0.63, 0.10, -0.41, 0.46, -0.46, 1.44, -0.21, -1.19, 0.75, -0.50, -0.46], "e_lumo_ev": [4.298, 4.298], "max_force_ev_per_a": 3.46, "mol_weight_g_mol": 912.06, "gap_ev": [2.31, 2.31], "total_charge": -2, "e_homo_ev": [2.0, 2.0], "multiplicity": 1}


{"formula": "C45H44FeP2", "method": "ωB97M-V with the def2-TZVPD basis set", "symbols": ["Fe", "C", "C", "C", "C", "C", "C", "C", "C", "C", "H", "H", "H", "H", "H", "H", "H", "H", "H", "H", "H", "H", "H", "H", "H", "P", "P", "C", "C", "C", "C", "C", "C", "C", "C", "C", "C", "C", "C", "C", "C", "C", "C", "C", "C", "C", "C", "C", "C", "C", "C", "C", "C", "H", "H", "H", "H", "H", "H", "H", "H", "H", "H", "H", "H", "H", "H", "H", "H", "H", "H", "H", "H", "H", "H", "C", "C", "C", "C", "C", "C", "C", "C", "C", "C", "H", "H", "H", "H", "H", "H", "H"], "xyz": [[-0.0746, 0.4702, 4.4302], [-2.1050, 0.1385, 5.4505], [-2.0797, -0.2603, 4.1145], [-2.6384, 0.5538, 2.9724], [-1.6376, 1.5296, 2.2991], [-0.5935, 2.1066, 3.2156], [-0.8598, 2.5565, 4.5142], [-2.2266, 2.6708, 5.1243], [-2.6609, 1.4296, 5.9515], [1.7626, 0.2296, 3.8460], [-2.0140, -0.6434, 6.2096], [-1.9583, -1.3300, 3.9025], [-3.5451, 1.1062, 3.2694], [-2.9574, -0.1664, 2.1997], [-1.1156, 1.0001, 1.4844], [-2.2120, 2.3473, 1.8279], [0.3451, 2.4291, 2.7436], [-0.0916, 3.1752, 4.9891], [-2.9831, 2.8858, 4.3503], [-2.2379, 3.5451, 5.8032], [-2.3322, 1.5847, 6.9933], [-3.7682, 1.3976, 5.9939], [2.3257, -0.3679, 4.5854], [2.2454, 1.2159, 3.7287], [1.7465, -0.2888, 2.8710], [-0.2131, -2.0150, -4.5721], [1.7171, 0.6157, -4.8556], [-0.8448, -0.4224, -5.1585], [-0.0148, 0.6370, -5.3786], [-0.9943, -3.2131, -5.7408], [-2.1647, -2.9373, -6.4680], [-2.7498, -3.9318, -7.2638], [-2.1445, -5.1870, -7.3833], [-0.9378, -5.4473, -6.7178], [-0.3602, -4.4661, -5.9092], [-1.1922, -2.1615, -3.0229], [-0.8223, -1.2971, -1.9718], [-1.5312, -1.3240, -0.7731], [-2.5937, -2.2207, -0.6004], [-2.9499, -3.0819, -1.6444], [-2.2612, -3.0508, -2.8606], [2.4417, 1.3402, -6.4123], [2.3911, 0.5311, -7.5685], [2.7681, 1.0534, -8.8057], [3.2362, 2.3711, -8.8994], [3.3389, 3.1590, -7.7480], [2.9440, 2.6486, -6.5047], [1.8291, 2.0230, -3.6875], [2.9801, 2.0945, -2.8757], [3.1790, 3.1997, -2.0517], [2.2274, 4.2256, -1.9998], [1.0599, 4.1160, -2.7565], [0.8452, 3.0130, -3.5899], [-1.9414, -0.3272, -5.2504], [-0.3403, 1.5194, -5.9521], [-2.6282, -1.9551, -6.4085], [-3.6891, -3.7231, -7.7838], [-2.6112, -5.9623, -7.9897], [-0.4572, -6.4223, -6.8244], [0.5801, -4.6688, -5.3932], [0.0103, -0.6088, -2.1168], [-1.2485, -0.6477, 0.0346], [-3.1411, -2.2374, 0.3422], [-3.7718, -3.7845, -1.5119], [-2.5623, -3.7063, -3.6767], [2.0141, -0.4919, -7.4960], [2.6930, 0.4334, -9.7021], [3.5271, 2.7787, -9.8669], [3.7228, 4.1796, -7.8115], [2.9957, 3.2872, -5.6209], [3.7181, 1.2940, -2.9146], [4.0808, 3.2678, -1.4468], [2.3924, 5.0964, -1.3625], [0.3024, 4.8978, -2.7033], [-0.0650, 2.9290, -4.1766], [1.6859, -3.1714, 8.5365], [1.2235, -3.2500, 7.2108], [0.8290, -2.1114, 6.5177], [0.8600, -0.8319, 7.1280], [0.4921, 0.3834, 6.4711], [0.4796, 1.5669, 7.1811], [0.8351, 1.6262, 8.5550], [1.2500, 0.4840, 9.2047], [1.2840, -0.7600, 8.5212], [1.7125, -1.9376, 9.1749], [2.0162, -4.0729, 9.0544], [1.1737, -4.2201, 6.7167], [0.4893, -2.1959, 5.4779], [0.1897, 2.5039, 6.7088], [0.7629, 2.5877, 9.0655], [1.5489, 0.5250, 10.2527], [2.0698, -1.8611, 10.2053]], "mulliken_charge": [-0.22, -0.16, -0.45, -0.79, -0.62, -0.57, -0.55, -0.91, -0.95, -1.54, 0.64, 0.58, 0.38, 0.21, 0.07, 0.40, 0.73, 0.82, 0.36, 0.38, 0.46, 0.43, 0.40, 0.32, 0.32, 0.04, 0.00, -0.66, -0.58, 0.24, 0.12, -0.59, -0.47, -0.52, -0.38, 0.55, -0.82, 0.12, -0.58, -0.59, -0.50, 0.36, -0.38, -0.55, -0.46, -0.54, -0.32, 0.37, -0.46, -0.56, -0.53, -0.62, -0.03, 0.53, 0.76, 0.21, 0.37, 0.36, 0.37, 0.37, 0.41, 0.20, 0.39, 0.36, 0.29, 0.39, 0.36, 0.35, 0.37, 0.28, 0.38, 0.41, 0.40, 0.39, 0.38, -0.56, -0.72, -0.27, 1.45, -0.32, 0.13, -1.03, -0.84, 0.88, -0.64, 0.37, 0.39, 0.17, 0.18, 0.39, 0.34, 0.34], "e_lumo_ev": [0.519, -0.766], "max_force_ev_per_a": 2.29, "mol_weight_g_mol": 702.64, "gap_ev": [7.22, 6.77], "total_charge": 0, "e_homo_ev": [-6.7, -7.5], "multiplicity": 5}